24
Properties=species:S:1:pos:R:3:forces:R:3:nbo_charge:R:1 method="wB97M-V/def2-TZVPD" homo_energy_ev=-7.04 de_lowest_ev=3.107 smiles="C/C(N)=N/[C@@H](C)N(C)C" max_force_ev_per_a=5.37
C 1.2044 2.0223 -1.0489 0.432 -0.510 0.204 -0.6886
C 0.4771 1.2945 0.0684 -3.005 4.448 -0.055 0.6049
N 0.9793 1.6001 1.3436 0.183 -1.080 -0.656 -0.8423
N -0.8252 1.0767 -0.1533 1.883 0.133 -0.168 -0.6567
C -1.1494 -0.1185 0.5328 1.641 -1.358 -0.530 0.1266
C -2.5424 -0.6165 0.1940 -0.022 -0.117 0.101 -0.6270
N 0.0683 -0.9964 0.0167 -0.001 -0.769 -0.086 -0.5018
C 1.1050 -1.5355 0.8652 -0.279 -0.313 0.795 -0.4022
C 0.0405 -1.4210 -1.3701 -0.586 0.030 0.079 -0.4063
H 0.9682 3.0869 -0.9798 -0.054 -0.062 0.099 0.2393
H 0.8670 1.6696 -2.0244 0.124 -0.054 0.220 0.2406
H 2.2876 1.9139 -0.9407 -0.026 -0.001 -0.170 0.2109
H 0.2826 1.6408 2.0744 0.110 -0.136 -0.145 0.3915
H 1.6593 2.3480 1.3969 -0.008 -0.414 -0.170 0.3910
H -1.0136 -0.1206 1.6254 -0.043 -0.073 0.109 0.1466
H -3.2756 0.0633 0.6419 0.143 -0.067 0.009 0.2202
H -2.7315 -0.6045 -0.8823 0.203 -0.060 0.094 0.2198
H -2.7183 -1.6188 0.5961 0.029 0.087 -0.086 0.2079
H 0.6771 -2.0618 1.7245 0.180 -0.098 0.138 0.1797
H 1.7992 -2.2272 0.3752 -0.609 -0.126 -0.368 0.1994
H 1.7847 -0.7704 1.2419 -0.129 0.306 0.298 0.1812
H -0.0212 -0.5610 -2.0407 -0.080 0.100 -0.060 0.1912
H 0.9070 -2.0142 -1.6798 0.059 0.204 0.468 0.1986
H -0.8302 -2.0497 -1.5771 -0.143 -0.071 -0.121 0.1754